Record 1
ORCA calculation (wB97M-V/def2-TZVPD) on a 2-piece molecular cluster, FH2NS overall.

Cartesian coordinates (Å):
N (0.789, -0.215, -0.024)
F (1.065, 0.877, 0.777)
S (-0.617, 0.273, -0.968)
H (0.003, -1.444, 1.164)
H (-1.158, 0.727, 0.105)

Computed properties:
HOMO (spin up / spin down): -9.84 / -9.71 eV
Multiplicity: 1
ΔE to the lowest compared entry with this formula, charge and spin: 3.450 eV

Atomic charges from the Löwdin analysis, expressed in e, are listed below: atom 1 (N): -0.426, atom 2 (F): -0.226, atom 3 (S): 0.669, atom 4 (H): 0.173, atom 5 (H): -0.190



Record 2
ORCA calculation (wB97M-V/def2-TZVPD) on C16H17Cl7O2Tc as an isolated structure.

Cartesian coordinates (Å):
C (0.209, -1.475, -1.408)
C (1.043, -0.375, -1.922)
C (0.228, 0.765, -2.097)
C (2.467, -0.479, -2.284)
C (-1.127, 0.400, -1.858)
C (-1.166, -0.970, -1.491)
C (-2.372, -1.821, -1.540)
C (0.532, -2.905, -1.684)
C (0.713, 2.100, -2.517)
C (-2.303, 1.270, -2.085)
Tc (0.114, -0.853, 0.680)
Cl (1.833, 0.730, 0.614)
Cl (1.972, -2.139, 1.045)
O (-1.695, -0.170, 1.071)
H (2.823, -1.505, -2.143)
H (3.077, 0.178, -1.648)
H (2.638, -0.193, -3.333)
H (1.579, 2.400, -1.914)
H (-0.069, 2.853, -2.381)
H (1.013, 2.105, -3.574)
H (-2.134, 2.285, -1.705)
H (-3.184, 0.857, -1.583)
H (-2.532, 1.350, -3.157)
H (-3.229, -1.307, -1.085)
H (-2.206, -2.761, -1.003)
H (-2.635, -2.063, -2.583)
H (1.567, -3.119, -1.421)
H (0.383, -3.130, -2.748)
H (-0.109, -3.558, -1.089)
H (-1.795, 0.808, 1.011)
O (-0.830, -2.504, 1.175)
H (-1.697, -2.320, 1.582)
Cl (0.337, -1.824, 4.030)
C (0.465, -0.137, 3.826)
C (0.130, 0.458, 2.624)
C (0.002, 1.839, 2.566)
Cl (-0.712, 2.649, 1.208)
C (0.571, 2.651, 3.570)
Cl (0.801, 4.324, 3.306)
C (1.047, 2.046, 4.751)
Cl (1.787, 2.992, 5.961)
C (0.949, 0.648, 4.904)
Cl (1.514, -0.100, 6.330)

Computed properties:
HOMO (spin up / spin down): -0.33 / -0.56 eV
Multiplicity: 4
Charge: -2
ΔE to the lowest compared entry with this formula, charge and spin: 0.060 eV

Atomic charges from the Löwdin analysis, expressed in e, are listed below: atom 1 (C): -0.472, atom 2 (C): -0.346, atom 3 (C): -0.293, atom 4 (C): -0.105, atom 5 (C): -0.264, atom 6 (C): -0.322, atom 7 (C): -0.076, atom 8 (C): -0.130, atom 9 (C): -0.075, atom 10 (C): -0.073, atom 11 (Tc): 1.177, atom 12 (Cl): 0.113, atom 13 (Cl): -0.052, atom 14 (O): -0.493, atom 15 (H): 0.060, atom 16 (H): 0.035, atom 17 (H): 0.070, atom 18 (H): 0.061, atom 19 (H): 0.057, atom 20 (H): 0.067, atom 21 (H): 0.055, atom 22 (H): 0.065, atom 23 (H): 0.070, atom 24 (H): 0.065, atom 25 (H): 0.060, atom 26 (H): 0.075, atom 27 (H): 0.020, atom 28 (H): 0.074, atom 29 (H): 0.056, atom 30 (H): -0.087, atom 31 (O): -0.514, atom 32 (H): -0.017, atom 33 (Cl): 0.654, atom 34 (C): -0.736, atom 35 (C): -0.364, atom 36 (C): -0.751, atom 37 (Cl): 0.676, atom 38 (C): -0.732, atom 39 (Cl): 0.625, atom 40 (C): -0.744, atom 41 (Cl): 0.616, atom 42 (C): -0.726, atom 43 (Cl): 0.623



Record 3
ORCA calculation (wB97M-V/def2-TZVPD) on one molecule with the formula C4H6O2.

Cartesian coordinates (Å):
C (1.690, 0.815, 0.771)
C (0.751, -0.270, 1.199)
O (0.887, -1.031, 2.104)
C (-0.392, -0.296, -0.834)
O (-0.478, -0.314, 0.488)
C (-1.789, -0.473, -1.346)
H (2.696, 0.572, 1.113)
H (1.658, 0.946, -0.311)
H (1.374, 1.750, 1.248)
H (-2.555, -0.002, -0.715)
H (-1.866, -0.138, -2.383)
H (-1.975, -1.558, -1.334)

Computed properties:
HOMO: -8.95 eV
Multiplicity: 1
ΔE to the lowest compared entry with this formula, charge and spin: 2.776 eV

Atomic charges from the Löwdin analysis, expressed in e, are listed below: atom 1 (C): 0.002, atom 2 (C): -0.471, atom 3 (O): 0.152, atom 4 (C): -0.053, atom 5 (O): -0.021, atom 6 (C): -0.104, atom 7 (H): 0.094, atom 8 (H): 0.064, atom 9 (H): 0.100, atom 10 (H): 0.081, atom 11 (H): 0.065, atom 12 (H): 0.091



Record 4
ORCA calculation (wB97M-V/def2-TZVPD) on an isolated ion of composition C5H8N and charge +1.

Cartesian coordinates (Å):
C (2.947, -0.138, 0.221)
N (1.956, 0.397, -0.250)
C (0.749, 0.469, -0.543)
C (-0.096, -0.596, -0.101)
C (-1.408, -0.498, 0.321)
C (-2.374, 0.466, -0.132)
H (3.518, -0.923, -0.342)
H (3.310, -0.062, 1.238)
H (0.457, 1.389, -1.053)
H (0.505, -1.515, 0.080)
H (-1.604, -1.242, 1.108)
H (-3.378, 0.128, -0.393)
H (-1.990, 1.051, -0.946)
H (-2.592, 1.073, 0.791)

Computed properties:
Structure (SMILES): C=[N+]=C/C=C\C
HOMO: -13.99 eV
Multiplicity: 1
Charge: +1
ΔE to the lowest compared entry with this formula, charge and spin: 2.864 eV

Atomic charges from the Löwdin analysis, expressed in e, are listed below: atom 1 (C): 0.137, atom 2 (N): 0.092, atom 3 (C): -0.045, atom 4 (C): -0.055, atom 5 (C): -0.075, atom 6 (C): -0.067, atom 7 (H): 0.146, atom 8 (H): 0.125, atom 9 (H): 0.163, atom 10 (H): 0.130, atom 11 (H): 0.136, atom 12 (H): 0.107, atom 13 (H): 0.079, atom 14 (H): 0.128



Record 5
ORCA calculation (wB97M-V/def2-TZVPD) on a 2-piece molecular cluster, C23H23F3N3O5S overall.

Cartesian coordinates (Å):
C (2.534, -0.713, 5.065)
N (1.959, -1.752, 4.224)
C (2.634, -3.040, 4.296)
C (1.183, -1.404, 3.138)
C (1.375, -0.165, 2.497)
C (0.751, 0.076, 1.291)
C (-0.274, -0.729, 0.803)
C (-0.944, -0.389, -0.476)
C (-0.631, -1.030, -1.646)
C (-1.699, -1.293, -2.625)
O (-2.869, -1.545, -2.343)
N (-1.283, -1.175, -3.956)
C (-2.306, -1.044, -4.977)
C (0.048, -1.342, -4.363)
O (0.404, -1.254, -5.535)
N (0.959, -1.661, -3.338)
C (2.318, -1.890, -3.771)
C (0.735, -1.459, -1.972)
O (1.658, -1.613, -1.167)
C (-0.541, -1.933, 1.496)
C (0.237, -2.308, 2.578)
H (1.797, 0.088, 5.222)
H (2.787, -1.168, 6.031)
H (3.443, -0.260, 4.626)
H (2.104, -3.778, 3.676)
H (3.691, -2.964, 3.950)
H (2.632, -3.366, 5.348)
H (2.082, 0.571, 2.882)
H (1.092, 0.921, 0.701)
H (-1.974, -0.041, -0.434)
H (-1.800, -1.020, -5.942)
H (-2.983, -1.905, -4.905)
H (-2.884, -0.121, -4.824)
H (2.907, -2.077, -2.878)
H (2.349, -2.749, -4.443)
H (2.697, -1.014, -4.308)
H (-1.336, -2.585, 1.124)
H (0.125, -3.294, 3.040)
F (-1.112, 3.164, -4.408)
C (-0.534, 3.143, -3.186)
F (0.621, 2.425, -3.269)
F (-0.236, 4.403, -2.798)
S (-1.760, 2.376, -1.987)
C (-0.716, 1.697, -0.710)
C (-0.977, 2.333, 0.592)
C (-0.018, 2.946, 1.437)
C (-0.342, 3.218, 2.771)
C (-1.590, 2.844, 3.284)
C (-2.538, 2.230, 2.456)
C (-2.254, 2.033, 1.112)
O (-2.623, 3.456, -1.552)
O (-2.275, 1.256, -2.765)
H (0.299, 1.574, -1.123)
H (1.005, 3.117, 1.060)
H (0.391, 3.711, 3.420)
H (-1.861, 3.076, 4.315)
H (-3.514, 1.915, 2.824)
H (-2.945, 1.508, 0.444)

Computed properties:
HOMO: -4.02 eV
Multiplicity: 1
Charge: -1
ΔE to the lowest compared entry with this formula, charge and spin: 0.501 eV

Atomic charges from the Löwdin analysis, expressed in e, are listed below: atom 1 (C): -0.092, atom 2 (N): -0.229, atom 3 (C): -0.074, atom 4 (C): -0.249, atom 5 (C): -0.006, atom 6 (C): -0.051, atom 7 (C): -0.180, atom 8 (C): -0.066, atom 9 (C): -0.100, atom 10 (C): -0.412, atom 11 (O): 0.056, atom 12 (N): 0.009, atom 13 (C): -0.023, atom 14 (C): -0.407, atom 15 (O): 0.048, atom 16 (N): 0.011, atom 17 (C): -0.036, atom 18 (C): -0.362, atom 19 (O): 0.039, atom 20 (C): -0.011, atom 21 (C): -0.026, atom 22 (H): 0.091, atom 23 (H): 0.077, atom 24 (H): 0.082, atom 25 (H): 0.076, atom 26 (H): 0.089, atom 27 (H): 0.078, atom 28 (H): 0.103, atom 29 (H): 0.095, atom 30 (H): 0.108, atom 31 (H): 0.080, atom 32 (H): 0.090, atom 33 (H): 0.089, atom 34 (H): 0.078, atom 35 (H): 0.089, atom 36 (H): 0.093, atom 37 (H): 0.122, atom 38 (H): 0.100, atom 39 (F): 0.111, atom 40 (C): -0.607, atom 41 (F): 0.102, atom 42 (F): 0.109, atom 43 (S): 0.775, atom 44 (C): -0.228, atom 45 (C): -0.289, atom 46 (C): -0.061, atom 47 (C): -0.101, atom 48 (C): -0.108, atom 49 (C): -0.077, atom 50 (C): -0.053, atom 51 (O): -0.289, atom 52 (O): -0.292, atom 53 (H): 0.107, atom 54 (H): 0.119, atom 55 (H): 0.096, atom 56 (H): 0.090, atom 57 (H): 0.100, atom 58 (H): 0.118



Record-wise total energy values, in eV: -15069.044; -110819.376; -8337.685; -6795.224; -57920.297
Record-wise max |F| values, in eV/Å: 1.9; 3.2; 0.6; 3.5; 2.3